Entry 1:
The following is a quantum chemistry calculation of C4H8N4 in the gas phase, from OMol25.

Calculated values
HOMO (spin up / spin down) = -0.3260 / -0.3153 hartree
E_tot = -376.02640 a.u.
Frontier orbital gap (spin up / spin down) = 7.81 / 7.53 eV

Structure (XYZ):
```
16
Properties=species:S:1:pos:R:3:forces:R:3:mulliken_charge:R:1
C -0.464 1.231 -0.632 0.565 0.304 0.257 -0.641
C 0.548 0.203 -0.989 -1.000 1.295 -0.480 1.194
C 1.482 0.282 -2.167 -0.325 -0.278 -0.045 -1.180
C -1.115 -1.380 2.462 -0.233 0.289 0.891 -0.630
N 1.332 -0.361 0.169 1.456 -0.396 0.803 -0.454
N 0.731 -0.841 1.081 0.248 0.258 0.494 0.170
N -0.782 -0.125 -1.002 -0.177 -1.153 0.203 -0.617
N -0.415 -1.233 1.239 -0.573 -0.362 -2.059 -0.067
H -0.599 1.539 0.399 0.014 0.023 0.100 0.181
H -0.690 2.002 -1.361 -0.075 0.026 -0.135 0.290
H 1.007 0.858 -2.958 0.023 0.013 -0.035 0.370
H 1.697 -0.718 -2.539 0.065 -0.046 -0.068 0.273
H 2.412 0.760 -1.868 -0.004 0.014 0.061 0.298
H -1.294 -0.414 2.944 -0.044 -0.049 0.063 0.273
H -2.071 -1.849 2.231 0.106 0.033 0.044 0.283
H -0.563 -2.022 3.155 -0.045 0.029 -0.095 0.257
```
Positions in Å, forces in eV/Å.

Entry 2:
The following is a quantum chemistry calculation of 2 unconnected molecules or ions with the total composition C4H8N4, from OMol25.

Calculated values
HOMO = -0.3234 hartree
E_tot = -376.10153 a.u.
Frontier orbital gap = 9.57 eV
Structure (SMILES) = c1cn[nH]n1.C=NC

Structure (XYZ):
```
16
Properties=species:S:1:pos:R:3:forces:R:3:mulliken_charge:R:1
C 2.671 -0.764 -0.037 1.355 0.454 -0.440 -0.322
C 1.347 -0.886 -0.366 -0.704 1.069 0.311 -0.233
N 0.782 0.344 -0.366 0.851 -0.932 -1.260 -0.121
N 1.794 1.147 -0.133 -1.054 3.383 0.282 -0.018
N 2.922 0.523 0.104 1.511 1.773 0.131 -0.526
H 3.543 -1.416 -0.079 -0.664 -0.131 0.392 0.380
H 0.814 -1.782 -0.513 -0.595 -0.506 -0.362 0.492
H 1.636 2.361 -0.140 0.878 -5.317 0.216 0.329
C -2.162 1.370 -0.091 1.008 -1.873 1.471 -0.251
N -1.452 0.482 0.518 -1.751 1.315 1.222 -0.325
C -1.682 -0.948 0.440 -3.047 1.864 -1.036 -0.488
H -2.975 1.173 -0.833 0.568 0.109 0.467 0.234
H -1.915 2.367 0.290 -0.430 0.102 -0.849 0.258
H -0.825 -1.484 0.374 2.587 -1.204 -0.461 0.043
H -2.194 -1.432 1.275 -0.267 0.876 0.336 0.277
H -2.303 -1.058 -0.442 -0.247 -0.980 -0.420 0.273
```
Positions in Å, forces in eV/Å.

Entry 3:
The following is a quantum chemistry calculation of C4H8N4 in the gas phase, from OMol25.

Calculated values
HOMO = -0.3122 hartree
E_tot = -375.97001 a.u.
Frontier orbital gap = 8.69 eV
Structure (SMILES) = C1=C\NNCC/N=N/1

Structure (XYZ):
```
16
Properties=species:S:1:pos:R:3:forces:R:3:mulliken_charge:R:1
C -1.652 -0.894 -0.096 1.009 -2.332 3.384 -0.141
C -1.693 0.422 -0.258 11.994 -3.098 1.735 -0.621
N -0.689 1.455 -0.228 -2.204 -4.174 -0.691 -0.114
N 0.303 1.306 0.665 5.067 -2.775 1.343 -0.509
C 1.628 0.728 -0.177 -1.195 5.013 -0.395 -0.454
C 1.702 -0.659 -0.136 3.254 -7.627 3.815 -0.451
N 0.405 -1.204 -0.450 -1.213 -0.339 1.318 -0.017
N -0.386 -1.534 0.539 0.412 3.235 -4.540 -0.434
H -2.570 -1.381 0.213 -0.183 -0.211 -0.668 0.355
H -2.468 0.791 -0.451 -11.889 5.237 -2.962 0.628
H -1.115 2.314 -0.160 -1.030 2.311 0.251 0.255
H 0.118 0.502 1.419 0.161 2.276 -2.176 0.348
H 1.514 1.027 -1.251 -0.226 0.503 1.084 0.284
H 2.587 1.111 0.235 -0.912 0.304 -0.197 0.279
H 1.959 -0.892 1.036 -0.540 -0.022 -2.302 0.313
H 2.634 -1.215 -0.716 -2.506 1.697 1.000 0.278
```
Positions in Å, forces in eV/Å.

Entry 4:
The following is a quantum chemistry calculation of C4H8N4 in the gas phase, from OMol25.

Calculated values
HOMO = -0.2937 hartree
E_tot = -376.21085 a.u.
Frontier orbital gap = 8.82 eV
Structure (SMILES) = [H]/N=c1\[nH]cnn1CC

Structure (XYZ):
```
16
Properties=species:S:1:pos:R:3:forces:R:3:mulliken_charge:R:1
H 1.847 0.527 2.352 0.650 1.087 0.822 0.198
N 1.394 -0.068 1.718 -1.114 -2.186 -1.846 -0.764
C 0.943 0.528 0.669 0.547 -2.044 1.784 0.479
N 0.937 1.860 0.516 -0.919 2.494 -0.756 -0.272
C 0.219 2.110 -0.643 -1.681 0.247 -1.218 -0.162
N -0.190 1.020 -1.254 1.265 1.870 1.309 -0.791
N 0.323 0.026 -0.456 0.679 -0.573 -0.130 0.600
C -0.023 -1.346 -0.734 0.420 -1.496 0.706 -0.435
C -1.432 -1.592 -0.251 -1.100 -0.394 0.008 -1.096
H 0.797 2.408 1.370 0.366 -0.085 -0.839 0.299
H -0.093 3.119 -0.968 0.479 -0.834 0.218 0.376
H 0.092 -1.630 -1.810 0.097 0.654 0.833 0.287
H 0.640 -2.007 -0.114 -0.204 0.801 -0.716 0.321
H -1.835 -2.596 -0.470 0.504 0.203 0.006 0.362
H -2.109 -0.906 -0.764 -0.056 0.144 0.190 0.313
H -1.508 -1.453 0.838 0.069 0.114 -0.372 0.283
```
Positions in Å, forces in eV/Å.

Entry 5:
The following is a quantum chemistry calculation of C4H8N4 in the gas phase, from OMol25.

Calculated values
HOMO = -0.3120 hartree
E_tot = -375.99711 a.u.
Frontier orbital gap = 8.38 eV
Structure (SMILES) = C1=C\NNCC\N=N/1

Structure (XYZ):
```
16
Properties=species:S:1:pos:R:3:forces:R:3:mulliken_charge:R:1
C 0.565 1.699 0.062 3.475 -0.833 -1.815 -0.517
C 1.623 0.739 0.168 -6.330 -0.271 1.050 -0.267
N 1.459 -0.682 0.250 1.695 1.268 -1.300 -0.252
N 0.487 -1.028 -0.743 0.475 1.763 -2.397 -0.401
C -0.876 -1.252 -0.192 1.727 -2.601 -4.290 -0.758
C -1.433 -0.201 0.633 -1.315 -2.251 6.202 -0.025
N -1.682 0.904 -0.122 0.494 3.375 -4.229 -0.185
N -0.739 1.652 -0.584 -2.166 -1.792 2.807 -0.311
H 0.872 2.769 -0.132 0.124 -1.299 0.798 0.318
H 2.551 0.905 0.484 3.700 2.024 1.099 0.480
H 2.458 -1.068 0.018 -2.708 0.293 0.353 0.290
H 0.586 -0.125 -1.390 -1.307 -2.927 1.136 0.430
H -1.683 -1.156 -1.207 2.579 -0.830 2.707 0.316
H -0.782 -2.384 0.154 -1.006 2.638 -0.139 0.323
H -2.326 -0.917 0.900 0.153 2.512 -0.100 0.245
H -1.080 0.145 1.701 0.410 -1.071 -1.881 0.314
```
Positions in Å, forces in eV/Å.

Entry 6:
The following is a quantum chemistry calculation of a molecular structure, C4H8N4, from OMol25.

Calculated values
HOMO = -0.3472 hartree
E_tot = -375.89512 a.u.
Frontier orbital gap = 9.41 eV

Structure (XYZ):
```
16
Properties=species:S:1:pos:R:3:forces:R:3:mulliken_charge:R:1
C -0.440 -0.915 -1.627 -0.975 -0.351 1.301 -0.692
C -1.026 -1.194 0.599 -0.889 1.418 3.712 -0.628
C 0.108 1.520 -0.006 0.466 0.123 3.009 -0.181
C 1.867 1.624 1.108 4.185 -4.526 2.944 0.083
H 0.300 -0.416 -2.241 -0.380 0.138 -0.477 0.318
H -0.560 -1.978 -1.900 -0.400 0.673 -0.175 0.308
H -1.654 -0.402 -1.436 2.794 -0.855 -1.824 0.148
H -1.999 -0.864 -0.419 0.828 -1.286 4.036 0.145
H -0.752 -0.241 1.648 -1.597 -3.344 -2.782 0.227
H -1.071 -2.753 1.348 0.111 4.018 -2.178 0.245
H -0.976 1.680 -0.165 1.081 -0.177 -0.592 0.357
H 2.802 1.951 1.750 -2.274 -0.533 -1.395 0.328
N 0.032 -0.869 -0.240 -0.087 -2.009 -3.585 0.012
N 0.732 0.278 -0.098 0.371 2.955 3.966 0.530
N 0.812 2.331 0.886 -2.667 -0.091 -4.067 -0.509
N 1.825 0.249 0.791 -0.567 3.846 -1.892 -0.690
```
Positions in Å, forces in eV/Å.

Entry 7:
The following is a quantum chemistry calculation of C4H8N4 in the gas phase, from OMol25.

Calculated values
HOMO = -0.3922 hartree
E_tot = -376.20619 a.u.
Frontier orbital gap = 11.66 eV
Structure (SMILES) = CC(C)n1ncnn1

Structure (XYZ):
```
16
Properties=species:S:1:pos:R:3:forces:R:3:mulliken_charge:R:1
C -1.295 -1.103 0.623 0.132 -0.029 0.375 -1.328
C -0.629 -0.244 -0.469 -0.657 -0.017 0.824 0.405
C -1.283 1.118 -0.525 -0.386 0.583 -0.097 -1.364
N 0.782 -0.138 -0.232 1.377 0.806 0.647 1.043
N 1.318 0.558 0.794 -0.385 -1.016 -0.915 -0.763
C 2.602 0.358 0.565 -0.152 0.025 -0.159 -0.073
N 2.845 -0.365 -0.532 -0.180 -0.422 -0.673 -0.434
N 1.676 -0.670 -1.048 0.083 0.461 1.078 -0.445
H -2.395 -1.148 0.472 0.753 -0.013 0.115 0.372
H -0.877 -2.118 0.708 -0.200 0.238 -0.423 0.347
H -1.067 -0.645 1.605 -0.364 0.000 -0.486 0.361
H -0.637 -0.681 -1.444 -0.457 -0.582 -0.597 0.315
H -0.878 1.736 -1.336 0.171 -0.056 0.308 0.369
H -2.332 0.957 -0.792 0.012 0.100 0.232 0.414
H -1.226 1.662 0.442 0.021 -0.385 -0.628 0.331
H 3.397 0.723 1.169 0.231 0.306 0.402 0.450
```
Positions in Å, forces in eV/Å.

Entry 8:
The following is a quantum chemistry calculation of a molecular structure, C4H8N4, from OMol25.

Calculated values
HOMO = -0.3325 hartree
E_tot = -375.93497 a.u.
Frontier orbital gap = 8.97 eV

Structure (XYZ):
```
16
Properties=species:S:1:pos:R:3:forces:R:3:mulliken_charge:R:1
C 2.695 -0.141 0.215 -1.296 0.677 -3.656 -0.548
C 0.326 -0.176 -0.148 8.828 1.342 2.505 0.070
C -1.827 -1.279 -0.017 -0.355 -1.841 2.337 0.079
C -1.213 2.106 -0.137 0.403 -3.592 -4.103 -0.338
H 2.306 0.912 0.845 1.562 -3.575 -1.104 0.303
H 3.214 0.363 -0.822 -1.205 -1.561 2.933 0.218
H 3.367 -1.022 0.554 -1.055 2.160 0.196 0.277
H 0.710 0.841 0.490 -1.899 -2.365 -1.644 0.022
H -2.852 -0.741 0.669 3.080 -2.192 -2.596 0.303
H -2.064 -3.066 0.337 0.188 -0.354 -0.299 0.253
H -1.766 3.131 -0.234 1.114 -2.168 1.026 0.280
H -0.169 1.824 -1.013 -3.053 2.014 2.933 0.300
N 1.357 -0.942 -0.421 0.088 3.259 1.760 -0.477
N -0.931 -0.273 -0.355 -7.664 3.194 0.801 0.202
N -1.365 -2.474 -0.119 -2.085 1.142 0.530 -0.554
N -1.790 0.937 0.157 3.347 3.860 -1.619 -0.390
```
Positions in Å, forces in eV/Å.

Entry 9:
The following is a quantum chemistry calculation of 3 unconnected molecules or ions with the total composition C4H8N4O, from OMol25.

Calculated values
HOMO = -0.5588 hartree
Total charge = +2
E_tot = -450.68181 a.u.
Frontier orbital gap = 8.26 eV

Structure (XYZ):
```
17
Properties=species:S:1:pos:R:3:forces:R:3:mulliken_charge:R:1
C 3.712 -1.782 -5.460 0.188 -1.055 0.898 0.197
C -4.979 0.370 9.083 0.686 1.404 4.472 0.641
C -5.057 0.139 7.731 -0.224 -1.635 -1.421 -0.647
C 2.994 1.495 -6.037 -0.364 2.783 0.644 -0.673
N 4.065 -0.066 -3.020 -0.144 0.105 1.140 -0.723
N 3.761 0.440 -3.980 0.415 -0.011 2.531 1.068
N 3.566 -2.142 -4.366 -0.637 -0.658 -0.600 -0.171
N 3.552 0.631 -5.108 0.720 -2.706 -3.209 -0.401
O -4.865 0.670 10.168 -0.405 -0.946 -2.497 0.011
H 3.969 -1.974 -6.522 -0.366 0.802 0.731 0.389
H -6.071 0.330 7.414 -0.407 0.580 -0.373 0.329
H -4.266 0.686 7.246 0.175 0.584 -0.406 0.321
H -4.906 -0.930 7.511 0.147 0.018 0.273 0.346
H 2.800 1.050 -6.964 0.187 -0.975 -1.252 0.253
H 2.072 1.897 -5.711 -1.280 0.263 0.543 0.359
H 3.618 2.366 -6.141 0.507 0.260 -0.465 0.318
H 3.236 -2.769 -3.586 0.803 1.187 -1.008 0.383
```
Positions in Å, forces in eV/Å.

Entry 10:
The following is a quantum chemistry calculation of C4H8N4O2 in the gas phase, from OMol25.

Calculated values
HOMO = -0.3342 hartree
E_tot = -526.68391 a.u.
Frontier orbital gap = 8.61 eV
Structure (SMILES) = [H]/N=C(\N)N(C)/N=C\C(=O)O

Structure (XYZ):
```
18
Properties=species:S:1:pos:R:3:forces:R:3:mulliken_charge:R:1
H 3.335 0.875 -0.005 -0.630 -1.009 0.458 0.219
N 2.591 0.137 0.040 1.835 1.729 -0.211 -0.659
C 1.466 0.715 -0.045 -0.212 0.070 -0.789 0.556
N 1.146 2.074 -0.046 0.539 -0.586 0.052 -0.416
N 0.360 -0.142 -0.146 -1.197 1.827 0.796 0.413
C 0.558 -1.540 -0.400 0.592 -0.673 0.107 -0.986
N -0.697 0.448 -0.878 -0.887 -1.186 0.308 -0.932
C -1.858 0.053 -0.508 -0.663 1.219 -0.829 0.125
C -2.399 -0.534 0.767 -0.125 -1.388 0.299 0.480
O -3.556 -0.882 0.844 1.139 0.584 -0.170 -0.535
O -1.548 -0.693 1.790 -0.469 0.246 0.310 -0.520
H 1.904 2.736 -0.257 -0.880 -0.655 0.160 0.224
H 0.191 2.304 -0.307 0.621 0.146 -0.129 0.242
H -0.151 -2.142 0.173 -0.004 0.052 -0.187 0.278
H 0.478 -1.763 -1.482 0.180 0.065 0.511 0.313
H 1.566 -1.714 -0.004 -0.321 -0.409 -0.467 0.430
H -2.697 0.336 -1.159 0.414 0.089 0.197 0.393
H -0.689 -0.269 1.624 0.068 -0.123 -0.415 0.374
```
Positions in Å, forces in eV/Å.

Result set for energy above the lowest of the compared OMol25 structures with the same formula, charge and spin: 139.3 92.2 174.7 23.6 157.7 221.7 26.5 196.7 88.1 30.0 kcal per mole, one per record in the order listed.